Entry 1:
ORCA calculation (ωB97M-V/def2-TZVPD) on a molecular structure, C65H42BrN8O8Y in a non-equilibrium geometry.

Properties
gap between HOMO and LUMO	0.2095	hartree

```
125
Properties=species:S:1:pos:R:3:lowdin_charge:R:1
Y -0.534 0.074 -0.832 1.5893
C -3.327 -6.624 -3.776 -0.0864
C -3.079 -5.652 -4.732 -0.0758
C -2.606 -4.406 -4.358 -0.0379
C -2.382 -4.116 -3.016 -0.2033
C -2.641 -5.098 -2.061 -0.0325
C -3.109 -6.343 -2.439 -0.0685
C -1.912 -2.782 -2.575 -0.0690
C -0.650 -2.348 -3.007 -0.2380
C 0.208 -3.079 -3.905 -0.0026
C 1.340 -2.346 -4.058 0.0186
C 1.188 -1.164 -3.255 -0.2235
C 2.166 -0.168 -3.126 -0.0624
C 3.471 -0.429 -3.783 -0.2240
C 4.509 -1.001 -3.057 -0.0129
C 5.717 -1.280 -3.670 -0.0646
C 5.898 -0.988 -5.011 -0.0847
C 4.874 -0.397 -5.732 -0.0770
C 3.662 -0.123 -5.125 -0.0296
C 2.020 1.037 -2.431 -0.2253
N 0.872 1.444 -1.812 -0.0189
C 1.112 2.677 -1.278 -0.2287
C 0.171 3.453 -0.586 -0.0651
C 0.691 4.685 0.058 -0.2256
C 1.097 4.609 1.387 -0.0119
C 1.637 5.717 2.014 -0.0649
C 1.773 6.909 1.321 -0.0843
C 1.358 6.991 0.002 -0.0788
C 0.827 5.881 -0.633 -0.0331
C -1.171 3.123 -0.360 -0.2307
C -2.116 3.973 0.317 0.0286
C -3.269 3.272 0.435 0.0194
C -3.038 1.979 -0.163 -0.2177
N -1.772 1.936 -0.667 -0.0043
C -3.955 0.916 -0.167 -0.0545
C -3.728 -0.366 -0.695 -0.2238
C -4.749 -1.359 -0.899 0.0203
C -4.174 -2.392 -1.564 0.0200
C -2.795 -2.042 -1.772 -0.2460
N -2.545 -0.821 -1.207 -0.0044
C -5.302 1.153 0.392 -0.2090
C -5.764 0.365 1.444 -0.0379
C -7.041 0.539 1.945 -0.0701
C -7.875 1.500 1.398 -0.0836
C -7.423 2.293 0.356 -0.0727
C -6.144 2.122 -0.146 -0.0334
C 2.472 3.060 -1.561 0.0268
C 3.029 2.053 -2.281 0.0297
N -0.022 -1.195 -2.621 0.0006
H -3.704 -7.592 -4.072 0.1013
H -3.267 -5.863 -5.774 0.1031
H -2.431 -3.642 -5.103 0.1222
H -2.468 -4.881 -1.020 0.0927
H -3.317 -7.087 -1.684 0.1058
H -0.013 -4.031 -4.349 0.1126
H 2.200 -2.578 -4.658 0.1173
H 4.361 -1.233 -2.011 0.1044
H 6.513 -1.730 -3.097 0.1045
H 6.841 -1.211 -5.487 0.1015
H 5.017 -0.154 -6.773 0.1025
H 2.854 0.325 -5.688 0.1237
H 0.975 3.679 1.923 0.1094
H 1.961 5.647 3.042 0.1002
H 2.197 7.775 1.809 0.1018
H 1.458 7.919 -0.540 0.1021
H 0.509 5.939 -1.664 0.1217
H -1.910 4.970 0.654 0.1170
H -4.182 3.587 0.903 0.1104
H -5.775 -1.260 -0.606 0.1140
H -4.644 -3.292 -1.912 0.1189
H -5.110 -0.386 1.867 0.1074
H -7.391 -0.079 2.757 0.1050
H -8.874 1.633 1.785 0.1023
H -8.072 3.042 -0.073 0.1044
H -5.796 2.723 -0.974 0.1232
H 2.939 3.978 -1.257 0.1161
H 4.030 1.997 -2.668 0.1177
C 0.981 -3.627 -0.689 -0.0413
O 1.280 -2.280 -0.335 -0.1120
C 2.566 -2.061 0.088 -0.2010
C 3.609 -2.967 -0.025 -0.0734
C 4.836 -2.648 0.546 -0.6785
Br 6.278 -3.863 0.335 0.7431
C 5.022 -1.507 1.290 -0.0666
C 3.989 -0.567 1.384 -0.0610
C 2.800 -0.815 0.698 -0.1513
O 1.802 0.111 0.568 0.0039
C 4.195 0.558 2.286 -0.2505
N 5.389 0.860 2.736 0.1713
C 5.208 1.821 3.687 -0.2256
C 6.122 2.449 4.530 -0.0185
C 5.623 3.329 5.464 -0.1014
C 4.255 3.610 5.560 -0.0971
C 3.333 3.022 4.719 -0.0209
C 3.827 2.113 3.793 -0.1839
N 3.201 1.316 2.870 0.1750
H 1.334 -3.850 -1.701 0.0988
H -0.101 -3.725 -0.643 0.0688
H 1.433 -4.322 0.026 0.1087
H 3.501 -3.893 -0.565 0.1061
H 5.948 -1.302 1.801 0.1080
H 2.108 0.975 0.897 0.1133
H 7.176 2.236 4.456 0.1078
H 6.300 3.814 6.152 0.0970
H 3.915 4.300 6.318 0.0981
H 2.277 3.236 4.782 0.1070
H 2.186 1.196 2.902 0.1047
O 0.432 1.305 3.449 0.0392
C -0.343 0.836 2.623 -0.5792
O -0.324 1.016 1.376 -0.1154
C -1.423 -0.164 3.051 -0.0553
C -1.561 -1.228 2.175 0.0617
C -2.520 -2.206 2.386 -0.1143
C -3.343 -2.161 3.502 0.0919
C -3.183 -1.096 4.379 -0.1160
C -2.242 -0.090 4.169 0.1029
N -4.018 -1.043 5.567 -0.3607
O -4.002 -0.021 6.210 0.1008
O -4.666 -2.029 5.832 0.0943
N -2.626 -3.252 1.409 -0.3011
O -1.882 -3.173 0.442 0.0286
O -3.432 -4.137 1.586 0.1217
H -0.895 -1.308 1.315 0.0978
H -4.080 -2.929 3.686 0.1357
H -2.152 0.724 4.875 0.1398
```

Entry 2:
ORCA calculation (ωB97M-V/def2-TZVPD) on a molecular structure, C65H56ClGeN8O5PSTi.

Properties
energy above the lowest of the compared OMol25 structures with the same formula, charge and spin	0.0	kcal per mole
gap between HOMO and LUMO (spin up / spin down)	0.2312 / 0.2304	hartree
total charge	+2

```
139
Properties=species:S:1:pos:R:3:lowdin_charge:R:1
Ti 0.628 1.262 -0.337 0.9910
O 2.398 2.008 -1.296 -0.4113
S 1.809 3.330 -1.684 0.5397
O 2.387 4.476 -1.073 -0.2559
O 0.375 3.075 -1.291 -0.4469
C 1.924 3.525 -3.435 -0.2614
C 2.465 4.740 -3.849 -0.0363
C 2.680 4.973 -5.196 -0.0337
C 2.377 3.985 -6.121 -0.0278
C 1.841 2.779 -5.695 -0.0775
C 1.589 2.524 -4.348 -0.3466
P 0.871 0.895 -3.886 1.1260
C 2.129 -0.189 -4.663 -0.3765
C 1.833 -1.346 -5.380 -0.0792
C 2.849 -2.201 -5.790 -0.0693
C 4.171 -1.923 -5.481 -0.0753
C 4.477 -0.773 -4.765 -0.0707
C 3.466 0.085 -4.358 -0.1134
C -0.637 0.845 -4.910 -0.3508
C -1.224 1.996 -5.441 -0.0913
C -2.431 1.924 -6.123 -0.0706
C -3.069 0.704 -6.294 -0.0690
C -2.510 -0.443 -5.747 -0.0744
C -1.320 -0.368 -5.039 -0.1194
H 2.724 5.490 -3.117 0.1169
H 3.099 5.917 -5.516 0.1207
H 2.559 4.149 -7.175 0.1210
H 1.610 2.012 -6.424 0.1258
H 0.816 -1.581 -5.658 0.0862
H 2.600 -3.083 -6.366 0.1109
H 4.959 -2.587 -5.810 0.1098
H 5.507 -0.533 -4.535 0.1097
H 3.727 0.981 -3.805 0.1053
H -0.741 2.958 -5.336 0.1017
H -2.863 2.825 -6.539 0.1105
H -3.996 0.647 -6.850 0.1113
H -3.007 -1.398 -5.855 0.1131
H -0.941 -1.264 -4.564 0.0953
C -1.498 -11.050 5.553 -0.0572
O -2.124 -9.807 5.846 -0.0581
C -1.787 -8.733 5.116 -0.2735
C -2.394 -7.528 5.487 0.0227
C -2.115 -6.372 4.801 -0.0099
C -1.221 -6.380 3.723 -0.1647
C -0.626 -7.583 3.359 -0.0237
C -0.899 -8.757 4.042 -0.0026
C -0.947 -5.131 3.026 -0.2358
N -1.504 -3.968 3.296 0.1984
C -0.956 -3.089 2.413 -0.1664
C -0.048 -3.715 1.583 -0.1216
N -0.053 -5.025 1.988 0.1919
C 0.663 -3.029 0.561 -0.0666
C 1.578 -3.606 -0.336 0.0329
C 2.195 -2.826 -1.281 -0.0001
C 1.887 -1.464 -1.342 -0.0865
N 1.017 -0.909 -0.520 0.0178
C 0.424 -1.644 0.446 -0.1783
C -0.520 -0.975 1.307 -0.1352
N -0.706 0.356 1.132 0.0073
C -1.643 0.976 1.833 -0.1296
C -2.419 0.318 2.789 -0.0145
C -2.196 -1.014 3.035 0.0483
C -1.228 -1.693 2.281 -0.0509
H -1.866 -11.751 6.296 0.0986
H -0.413 -10.971 5.637 0.0983
H -1.772 -11.401 4.556 0.0992
H -3.082 -7.536 6.321 0.1286
H -2.583 -5.441 5.089 0.1150
H 0.064 -7.640 2.525 0.1057
H -0.425 -9.676 3.730 0.1080
H 0.481 -5.786 1.607 0.1508
H 1.789 -4.667 -0.286 0.1261
H 2.900 -3.239 -1.989 0.1223
H 2.344 -0.821 -2.084 0.0901
H -1.790 2.030 1.616 0.0831
H -3.167 0.880 3.332 0.1242
H -2.755 -1.562 3.782 0.1337
C 3.573 -1.091 2.568 0.0097
N 4.163 -0.102 1.677 -0.1309
C 5.614 0.016 1.699 -0.0041
C 3.428 0.700 0.943 -0.2517
O 2.176 0.689 0.959 -0.2294
H 3.858 -0.867 3.596 0.0949
H 3.937 -2.083 2.299 0.1038
H 2.491 -1.050 2.490 0.0838
H 5.942 0.300 2.700 0.1024
H 5.936 0.776 0.991 0.0991
H 6.068 -0.938 1.434 0.1012
H 3.969 1.406 0.311 0.1547
N -3.184 1.581 -2.369 0.1787
C -2.014 1.931 -1.826 -0.1539
N -1.287 0.896 -1.447 0.0242
C -2.035 -0.234 -1.840 -0.1993
C -1.777 -1.607 -1.822 -0.0136
C -2.748 -2.465 -2.300 -0.0623
C -3.970 -2.000 -2.802 -0.0669
C -4.234 -0.649 -2.866 -0.0054
C -3.246 0.202 -2.391 -0.1919
H -3.865 2.226 -2.733 0.1761
H -1.733 2.956 -1.699 0.1045
H -0.841 -2.018 -1.483 0.0887
H -2.556 -3.530 -2.290 0.1112
H -4.705 -2.709 -3.158 0.1148
H -5.157 -0.266 -3.280 0.1244
Cl -2.343 7.817 -0.939 0.7116
C -3.033 6.346 -0.359 -0.6527
C -4.382 6.254 -0.066 -0.0709
C -4.859 5.042 0.406 -0.0463
C -3.970 3.991 0.567 -0.1441
N -2.668 4.083 0.295 0.0658
C -2.214 5.243 -0.167 -0.1926
H -5.032 7.108 -0.202 0.1182
H -5.904 4.916 0.653 0.1126
H -4.320 3.034 0.942 0.1055
H -1.156 5.310 -0.395 0.0995
Ge 1.030 2.949 1.876 1.0528
C 1.725 1.962 3.426 -0.3260
C 3.000 2.303 3.881 -0.1226
C 3.535 1.722 5.026 -0.0814
C 2.803 0.782 5.736 -0.0839
C 1.538 0.422 5.291 -0.0734
C 1.011 1.004 4.146 -0.1111
C -0.333 4.157 2.578 -0.3465
C -0.276 5.497 2.198 -0.1406
C -1.149 6.431 2.739 -0.0760
C -2.093 6.035 3.674 -0.0638
C -2.138 4.709 4.089 -0.0685
C -1.258 3.782 3.551 -0.1236
H 2.199 3.798 1.352 0.0101
H 3.581 3.057 3.359 0.0989
H 4.515 2.024 5.374 0.1100
H 3.210 0.342 6.638 0.1105
H 0.954 -0.304 5.844 0.1096
H 0.017 0.709 3.834 0.0733
H 0.462 5.827 1.473 0.1024
H -1.087 7.468 2.431 0.1117
H -2.774 6.760 4.100 0.1112
H -2.846 4.403 4.849 0.1084
H -1.283 2.764 3.925 0.0837
```

Entry 3:
ORCA calculation (ωB97M-V/def2-TZVPD) on a molecular structure, C65H61BF15GeHfNO4S in a non-equilibrium geometry.

Properties
gap between HOMO and LUMO	0.3175	hartree

```
150
Properties=species:S:1:pos:R:3:lowdin_charge:R:1
Hf -0.139 0.094 0.046 1.5048
C -1.315 -3.264 0.342 0.0035
O -0.382 -2.179 0.445 -0.2696
C 0.951 -2.595 0.687 -0.2104
C 1.795 -2.769 -0.411 -0.1392
C 1.297 -2.575 -1.823 -0.0642
C 1.827 -1.339 -2.537 -0.1314
C 2.099 -1.434 -3.894 0.0232
C 2.500 -0.336 -4.643 -0.1659
C 2.639 0.863 -3.960 0.0106
C 2.398 1.001 -2.597 -0.1041
C 2.611 2.406 -2.046 -0.0557
C 2.809 2.602 -0.566 -0.1276
C 4.047 2.971 -0.081 0.0359
C 4.263 3.255 1.269 -0.1478
C 3.188 3.114 2.124 0.0418
C 1.917 2.738 1.682 -0.1002
C 0.837 2.512 2.723 -0.0537
C 1.200 1.276 3.529 -0.1156
C 1.961 1.334 4.690 0.0221
C 2.320 0.191 5.394 -0.1615
C 1.861 -1.034 4.906 0.0179
C 1.090 -1.122 3.762 -0.1228
C 0.588 -2.441 3.208 -0.0497
C 1.412 -2.772 1.980 -0.1129
C 2.743 -3.142 2.162 0.0444
C 3.613 -3.324 1.099 -0.1431
C 3.109 -3.130 -0.186 0.0359
C 5.082 -3.685 1.293 -0.5545
C 5.441 -3.901 2.765 -0.0648
C 5.946 -2.534 0.751 -0.0403
C 5.404 -4.976 0.525 -0.0448
C 0.798 0.037 3.041 -0.2280
O 0.069 -0.048 1.917 -0.2861
C 3.181 0.231 6.655 -0.5582
C 4.488 -0.534 6.389 -0.0462
C 3.534 1.660 7.072 -0.0658
C 2.426 -0.435 7.816 -0.0460
C 1.744 2.511 0.328 -0.1877
O 0.465 2.199 -0.214 -0.2817
C -0.327 3.382 -0.467 -0.0396
C 5.634 3.726 1.738 -0.5556
C 5.696 3.894 3.259 -0.0639
C 6.703 2.702 1.329 -0.0437
C 5.943 5.081 1.085 -0.0421
C 1.962 -0.111 -1.867 -0.2436
O 1.687 -0.055 -0.530 -0.2002
C 2.742 -0.401 -6.147 -0.5590
C 1.600 0.349 -6.851 -0.0416
C 4.085 0.255 -6.504 -0.0510
C 2.770 -1.842 -6.666 -0.0679
H -0.989 -3.966 -0.426 0.1086
H -2.277 -2.838 0.068 0.0862
H -1.384 -3.777 1.300 0.1041
H 0.209 -2.520 -1.835 0.1006
H 1.582 -3.449 -2.409 0.1296
H 1.980 -2.404 -4.363 0.1102
H 2.952 1.749 -4.503 0.1188
H 1.762 3.018 -2.369 0.1285
H 3.490 2.809 -2.547 0.1200
H 4.870 3.038 -0.785 0.1217
H 3.304 3.281 3.186 0.1037
H -0.135 2.352 2.260 0.0627
H 0.767 3.379 3.380 0.1345
H 2.265 2.308 5.054 0.1053
H 2.095 -1.950 5.438 0.1164
H -0.468 -2.334 2.960 0.1206
H 0.705 -3.225 3.956 0.1279
H 3.091 -3.250 3.182 0.1118
H 3.756 -3.239 -1.051 0.1294
H 5.326 -2.981 3.343 0.0829
H 6.484 -4.214 2.839 0.0861
H 4.828 -4.685 3.216 0.0884
H 5.672 -1.593 1.235 0.0884
H 5.816 -2.410 -0.326 0.0807
H 7.002 -2.733 0.950 0.0858
H 4.795 -5.804 0.896 0.0918
H 6.456 -5.239 0.659 0.0857
H 5.217 -4.863 -0.544 0.0763
H 4.996 -0.129 5.510 0.0860
H 4.298 -1.594 6.210 0.0759
H 5.162 -0.451 7.245 0.0847
H 4.137 2.160 6.310 0.0782
H 4.114 1.638 7.996 0.0858
H 2.634 2.252 7.254 0.0887
H 2.196 -1.479 7.597 0.0743
H 1.482 0.084 7.999 0.0927
H 3.026 -0.404 8.728 0.0850
H 0.324 4.168 -0.844 0.1164
H -0.812 3.707 0.451 0.0783
H -1.073 3.124 -1.209 0.0731
H 5.508 2.944 3.766 0.0833
H 4.978 4.637 3.612 0.0877
H 6.694 4.233 3.545 0.0864
H 6.447 1.708 1.705 0.0884
H 7.671 2.984 1.750 0.0860
H 6.819 2.640 0.245 0.0774
H 5.170 5.813 1.332 0.0920
H 5.996 4.997 -0.003 0.0801
H 6.903 5.462 1.443 0.0865
H 1.591 1.405 -6.573 0.0818
H 0.635 -0.079 -6.572 0.0915
H 1.708 0.279 -7.937 0.0860
H 4.084 1.327 -6.295 0.0735
H 4.293 0.124 -7.567 0.0838
H 4.897 -0.202 -5.933 0.0918
H 1.799 -2.329 -6.549 0.0842
H 3.527 -2.435 -6.147 0.0898
H 3.014 -1.838 -7.729 0.0840
F -6.463 3.879 -0.492 0.1024
C -5.790 3.480 -1.582 -0.2373
C -4.611 2.771 -1.433 -0.1355
C -3.921 2.445 -2.582 -0.2292
F -2.692 1.918 -2.487 0.0675
C -4.429 2.703 -3.840 -0.1322
F -3.765 2.347 -4.938 0.1288
C -5.638 3.364 -3.955 -0.1264
F -6.138 3.628 -5.156 0.1397
C -6.312 3.786 -2.823 -0.1345
F -7.444 4.478 -2.943 0.1298
Ge -4.029 2.313 0.418 0.7324
S -2.314 1.176 1.019 0.3803
C -3.857 4.221 1.095 -0.1024
C -4.309 4.704 2.314 -0.2078
F -4.983 3.912 3.150 0.1068
C -4.124 6.015 2.716 -0.1389
F -4.567 6.428 3.903 0.1297
C -3.475 6.906 1.885 -0.1372
F -3.296 8.164 2.260 0.1412
C -3.026 6.474 0.653 -0.1430
F -2.411 7.322 -0.172 0.1253
C -3.219 5.155 0.289 -0.2300
F -2.729 4.805 -0.916 0.0736
C -5.591 1.435 1.299 -0.1204
C -6.719 0.968 0.637 -0.2163
F -6.858 1.123 -0.682 0.1018
C -7.743 0.306 1.290 -0.1392
F -8.814 -0.112 0.617 0.1285
C -7.644 0.065 2.645 -0.1344
F -8.616 -0.575 3.282 0.1398
C -6.515 0.470 3.331 -0.1398
F -6.400 0.210 4.633 0.1264
C -5.508 1.126 2.651 -0.2504
F -4.411 1.443 3.344 0.0633
B -3.867 -1.122 -2.037 -0.3795
C -2.393 -0.733 -1.818 -0.1874
N -1.294 -0.412 -1.604 0.0111
H -4.119 -1.050 -3.214 0.0341
H -4.012 -2.244 -1.607 0.0225
H -4.492 -0.310 -1.384 0.0242
```

no.,E_tot (hartree)
1,-6154.5686
2,-7450.6844
3,-6915.3334